Entry 1:
Molecular formula: C5H8N2
Method: DFT, ωB97M-V/def2-TZVPD

```
! RIJCOSX wB97M-V def2-TZVPD def2/J DEFGRID3
* xyz 0 1
C -1.83952 -1.23531 -0.02908
C -0.73652 -0.25239 -0.35966
C -0.70753 0.99561 0.40906
N 0.40245 0.10010 0.64689
C 1.56542 0.70743 -0.05210
C 2.73504 -0.17676 -0.18272
N 3.67567 -0.83740 -0.30904
H -1.81918 -1.41620 1.04715
H -1.74067 -2.18391 -0.56143
H -2.83979 -0.83622 -0.27089
H -0.01199 -0.50646 -1.09351
H -0.52097 1.97848 -0.00659
H -1.37401 0.97779 1.26891
H 1.34949 1.11384 -1.06267
H 1.86211 1.57140 0.55569
*
```

Orbital gap = 10.5358 eV
E_LUMO = 0.875 eV
SMILES = C[C@H]1CN1CC#N
HOMO = -0.355 Ha
E_tot = -304.7374 a.u.

***

Entry 2:
Molecular formula: C5H8N2
Method: DFT, ωB97M-V/def2-TZVPD

```
! RIJCOSX wB97M-V def2-TZVPD def2/J DEFGRID3
* xyz 0 1
C -2.02091 -0.04837 -1.29480
C -0.74531 -0.15423 -0.53069
C -0.09099 0.86494 0.10516
C 1.05956 0.33455 0.74060
N 1.96084 1.16200 1.44156
C 1.09190 -1.01088 0.45976
N -0.01021 -1.29430 -0.32872
H -2.88974 -0.10586 -0.63025
H -2.04037 0.93565 -1.77279
H -2.13284 -0.80368 -2.07710
H -0.35632 1.91310 0.07142
H 2.92940 0.91236 1.35587
H 1.71299 1.33529 2.40634
H 1.80936 -1.79289 0.66811
H -0.27618 -2.22833 -0.59698
*
```

Orbital gap = 8.7940 eV
E_LUMO = 1.077 eV
SMILES = Cc1cc(N)c[nH]1
HOMO = -0.284 Ha
E_tot = -304.8252 a.u.

***

Energy above the lowest of the compared OMol25 structures with the same formula, charge and spin values, unit kcal per mole, following the record order: 61.5 6.5.